Record 1
Computed, not measured: a molecular structure, C19H28CrN4S2, with wB97M-V/def2-TZVPD.

Structure (XYZ):
```
54
Properties=species:S:1:pos:R:3:forces:R:3:lowdin_spin:R:1
Cr 0.71544 -0.18384 -0.43762 -1.17 1.23 0.68 3.112
S -1.41418 1.73574 -0.29846 0.60 0.27 -1.21 -0.057
S -0.00390 -2.37590 -0.64101 -1.36 -0.14 -0.97 -0.047
C -3.13040 1.47013 -0.91930 -0.14 -0.24 0.63 -0.005
C -0.76429 2.30081 -1.96250 0.06 0.08 0.63 0.001
C -0.81618 1.13705 -2.94953 -0.28 0.84 -0.40 0.000
N -0.08150 -0.08808 -2.54421 0.98 -0.07 0.27 -0.024
C -0.72595 -1.31481 -3.14646 -0.12 0.08 0.31 -0.001
C -0.16479 -2.58328 -2.51707 -0.24 0.03 0.22 0.005
H 0.22841 2.77909 -1.87586 -0.43 -0.41 0.19 0.001
H -1.45764 3.11550 -2.23843 0.37 -0.45 -0.18 -0.001
H -0.45572 1.48137 -3.92784 -0.11 -0.10 0.13 -0.001
H -1.86290 0.86464 -3.07302 0.09 -0.07 -0.14 0.000
H -0.58273 -1.30013 -4.24243 0.01 -0.12 0.44 -0.001
H -1.80780 -1.26639 -2.97306 0.28 0.16 0.09 0.000
H 0.79247 -2.88115 -2.97347 -0.08 0.10 0.64 0.000
H -0.84913 -3.43108 -2.67476 0.21 0.26 0.13 -0.001
C -1.77619 -1.89507 -0.10575 0.47 -0.46 -0.35 0.017
H 0.85554 -0.05033 -2.96316 -0.59 0.23 -0.21 0.004
H -2.06687 -0.83280 -0.25446 0.51 -0.89 -0.31 0.001
H -1.69423 -2.05764 0.97182 -0.52 -0.33 -0.49 0.000
H -2.43992 -2.60681 -0.62076 0.16 0.32 0.34 0.002
H -3.78353 1.51767 -0.03664 0.17 -0.14 -0.33 0.000
H -3.20821 0.49866 -1.40572 -0.19 0.06 0.10 -0.001
H -3.44710 2.25568 -1.62404 0.45 -0.13 0.37 -0.001
C 2.64743 -0.50362 -1.51831 1.23 0.40 -0.03 0.003
C 3.28670 -0.81196 -0.34097 0.47 -0.49 -0.58 -0.011
H 2.80666 0.52414 -1.90604 -0.09 -0.77 0.19 0.006
H 2.26906 -1.19599 -2.29687 0.51 -0.13 1.05 0.005
H 3.96335 -0.10677 0.21576 -1.20 -0.38 -0.62 0.000
H 3.32886 -1.83372 0.06463 -0.24 0.34 -0.31 0.001
C -2.31538 -2.49033 3.98334 -0.36 0.34 -0.06 -0.009
C -2.51132 -1.12801 3.68483 0.53 0.11 -0.14 0.000
C -1.49255 -0.44801 2.99264 -0.03 0.11 -0.11 -0.007
C -0.40622 -1.16552 2.46197 0.20 -0.45 1.27 -0.006
C -0.24690 -2.54159 2.78932 0.60 0.97 -0.79 -0.007
C -1.16704 -3.19761 3.58174 -0.27 0.40 0.12 0.001
N 0.59771 -0.43315 1.71201 0.80 3.63 1.76 -0.067
N 0.99352 0.65063 2.39209 -1.70 -3.16 -1.25 0.046
C 1.65166 1.63348 1.69409 0.70 1.41 -0.98 -0.003
C 2.16879 2.78990 2.35540 -0.58 -1.87 0.18 0.015
C 3.06504 3.59831 1.67135 0.63 -0.48 -0.88 0.009
C 3.34092 3.28544 0.31894 -0.38 -0.01 -0.26 0.010
C 2.48026 2.40956 -0.37169 -0.34 -0.53 1.05 0.020
N 1.72678 1.51748 0.34076 -0.14 0.89 -0.89 -0.009
H -3.08899 -2.99789 4.54978 0.13 -0.03 0.00 0.000
H -3.41967 -0.57637 4.01568 0.88 -0.60 -0.19 0.000
H -1.49774 0.63746 2.83523 -0.33 -0.44 0.04 0.000
H 0.65494 -3.01103 2.42517 0.06 -0.35 0.11 0.000
H -0.98870 -4.22616 3.92061 -0.17 0.50 -0.30 0.000
H 1.91791 2.85698 3.41793 0.28 0.32 -0.34 0.000
H 3.62177 4.40092 2.16181 -0.26 -0.28 -0.07 0.000
H 4.20959 3.66089 -0.23714 -0.66 0.55 0.32 0.000
H 2.34487 2.41348 -1.48028 0.64 -0.10 1.13 0.001
```
Forces are in eV/Å.

The value obtained for the energy relative to the best compared isomer or geometry (same formula, charge and spin) is 20.5 kcal/mol. Its charge is +3. The multiplicity is 4.



Record 2
Computed, not measured: C22H25N3O5S in the gas phase, with wB97M-V/def2-TZVPD.

Structure (XYZ):
```
56
Properties=species:S:1:pos:R:3:forces:R:3:mulliken_charge:R:1
C -7.51855 0.04128 0.70528 -0.09 -0.14 0.06 -0.818
O -6.75334 1.13266 0.25799 0.17 0.21 -0.08 -0.453
C -5.41764 0.94730 0.04826 0.16 0.04 -0.04 0.816
C -4.73431 -0.24506 0.25999 -0.47 0.05 0.03 -0.532
C -3.37859 -0.32603 0.00050 0.24 0.26 -0.07 -0.147
C -2.68083 0.78615 -0.46286 -0.61 -0.25 -0.01 -0.331
N -1.31141 0.76477 -0.66073 0.89 0.36 0.13 -0.314
C -0.66468 -0.14869 -1.21852 -0.56 -0.40 -0.32 0.347
N 0.71403 -0.13032 -1.24569 0.34 0.36 0.14 0.039
C 1.39003 -1.18596 -1.74454 -0.12 0.00 -0.32 -0.248
O 2.59576 -1.29359 -1.76954 0.28 -0.16 -0.11 -0.593
C 0.43451 -2.27334 -2.20970 -0.30 -0.13 -0.01 0.279
C 0.57803 -3.47630 -1.26441 -0.13 0.11 0.11 -0.915
C 0.36385 -3.01353 0.17542 0.24 -0.43 -0.38 0.391
O -0.74151 -2.79960 0.62819 -0.40 -0.02 0.21 -0.604
N 1.49602 -2.83960 0.88392 0.43 0.08 0.27 -0.004
C 1.47857 -2.42149 2.26897 0.00 -0.01 0.26 -0.766
C 2.56933 -1.39316 2.57262 -0.27 -0.09 -0.11 -1.493
C 2.39227 -0.10970 1.80825 0.15 0.02 -0.03 0.499
C 1.30436 0.71742 2.04757 0.10 0.05 -0.09 -0.491
C 1.17001 1.89916 1.34916 0.23 0.04 -0.11 -0.742
C 2.10602 2.30232 0.39520 0.05 -0.02 0.12 0.194
O 1.82402 3.50464 -0.18310 -0.07 -0.24 0.32 -0.483
C 2.57164 3.99320 -1.27327 0.19 0.28 -0.39 -0.785
C 3.21283 1.46521 0.14225 -0.04 0.22 -0.07 1.178
O 4.13211 1.85610 -0.79492 -0.41 0.17 0.28 -0.456
C 5.09043 0.91769 -1.22881 0.18 -0.25 -0.12 -0.798
C 3.32501 0.27600 0.85693 -0.01 0.08 0.06 -0.202
S -1.23967 -1.56824 -2.14144 -0.01 0.23 -0.12 -0.075
C -3.36065 1.99122 -0.64379 -0.05 -0.22 -0.02 -0.668
C -4.71306 2.06560 -0.40343 -0.24 -0.12 0.06 -0.558
H -8.53927 0.41152 0.78978 0.06 -0.08 0.01 0.234
H -7.49298 -0.78828 -0.00895 0.01 0.02 0.03 0.331
H -7.18099 -0.31309 1.68490 -0.01 0.00 -0.04 0.323
H -5.24340 -1.12181 0.62792 -0.09 -0.06 0.04 0.391
H -2.84933 -1.24766 0.19092 0.08 -0.10 0.03 0.571
H 1.19092 0.64255 -0.78670 0.02 -0.15 0.03 0.104
H 0.65156 -2.57428 -3.23662 0.11 0.12 0.13 0.434
H -0.18669 -4.21470 -1.50884 0.09 0.01 0.07 0.469
H 1.56842 -3.91408 -1.39605 -0.01 -0.01 -0.02 0.330
H 2.39522 -2.97546 0.44911 -0.14 -0.02 -0.15 0.275
H 1.61765 -3.29841 2.91460 -0.10 0.13 0.00 0.346
H 0.48525 -2.00793 2.45738 0.12 -0.07 0.05 0.389
H 3.54471 -1.82880 2.34381 0.07 0.02 0.08 0.357
H 2.53777 -1.18383 3.64437 0.09 -0.08 0.01 0.440
H 0.56199 0.44500 2.78082 -0.14 -0.05 0.10 0.431
H 0.32764 2.54966 1.51713 -0.12 0.08 -0.02 0.393
H 2.54148 3.30873 -2.12458 0.01 0.05 0.05 0.282
H 3.61128 4.18451 -1.00118 -0.11 0.00 -0.05 0.259
H 2.08832 4.93082 -1.54755 0.04 -0.06 -0.01 0.299
H 5.82247 0.69868 -0.44464 -0.02 0.01 -0.02 0.323
H 4.61275 -0.00666 -1.56469 0.04 0.06 0.04 0.259
H 5.59897 1.39285 -2.06657 0.02 -0.06 0.05 0.273
H 4.17108 -0.36585 0.67252 0.09 -0.07 -0.07 0.332
H -2.81413 2.85436 -0.99022 0.08 0.10 0.00 0.471
H -5.25525 2.98605 -0.55243 -0.06 0.11 -0.02 0.415
```
Forces are in eV/Å.

The value obtained for the energy relative to the best compared isomer or geometry (same formula, charge and spin) is 58.1 kcal/mol. The multiplicity is 1. The structure (SMILES) is COc1ccc(/N=C2/NC(=O)[C@@H](CC(=O)NCCc3ccc(OC)c(OC)c3)S2)cc1.



Record 3
Computed, not measured: a molecular structure, C36H46F5NO3ReS2Si3, with wB97M-V/def2-TZVPD.

Structure (XYZ):
```
97
Properties=species:S:1:pos:R:3:forces:R:3:lowdin_spin:R:1
Re 0.44901 0.46279 0.20372 0.17 0.06 -0.08 2.433
C 2.30704 4.05721 0.91084 -0.04 -0.13 -0.09 0.004
Si 0.59742 3.66727 1.58515 -0.04 0.03 0.17 0.020
C -0.57674 4.60783 0.46818 0.05 -0.08 0.01 0.005
C 0.56372 4.45919 3.28460 -0.03 -0.03 0.02 0.000
C 0.12584 1.77832 1.81893 -0.10 0.17 -0.23 0.072
Si -1.69967 1.68163 2.43695 0.01 -0.03 0.00 0.020
C -2.17168 2.75325 3.89620 -0.07 -0.02 -0.02 0.004
C -2.08521 -0.08185 2.99343 0.00 0.11 -0.03 0.001
C -2.87775 2.28090 1.08576 0.13 -0.14 -0.01 0.003
Si 1.30164 1.16379 3.17829 0.00 0.00 0.05 0.027
C 0.75799 1.32953 4.95239 0.02 -0.02 -0.03 0.009
C 3.09336 1.67158 3.06434 -0.03 -0.05 0.02 0.003
C 1.38719 -0.69605 2.76311 0.08 -0.02 0.10 0.021
C 1.85116 -1.70386 3.59917 -0.07 0.11 0.01 -0.003
C 2.00330 -2.99489 3.13179 0.00 -0.04 -0.01 0.022
C 1.69323 -3.27416 1.80664 -0.03 -0.01 -0.07 -0.001
C 1.22985 -2.25761 1.00762 -0.01 -0.11 0.03 0.018
N 1.07399 -1.00685 1.48418 -0.12 -0.03 -0.12 -0.004
H 2.57544 5.02128 1.34957 0.00 0.05 0.00 0.001
H 2.28996 4.20759 -0.16824 0.02 -0.04 -0.10 0.000
H 3.10032 3.35811 1.15691 -0.02 0.00 -0.06 0.000
H -0.08415 5.55706 0.24557 0.02 0.04 -0.01 0.001
H -1.53211 4.84893 0.92454 -0.09 -0.01 0.07 0.000
H -0.76730 4.11718 -0.48535 -0.04 -0.04 -0.08 0.000
H 0.63421 5.53950 3.14656 0.02 0.07 -0.05 0.000
H 1.42968 4.16906 3.87932 0.08 -0.01 0.06 0.000
H -0.33161 4.26439 3.86994 0.16 0.07 -0.06 0.000
H -1.51933 2.69166 4.76226 0.00 -0.04 0.02 0.000
H -3.15714 2.40213 4.21284 -0.08 -0.02 0.00 0.001
H -2.28302 3.80101 3.61987 -0.04 0.00 -0.01 0.000
H -1.72694 -0.22581 4.01323 0.03 -0.01 0.05 0.000
H -1.65473 -0.87744 2.39056 0.04 -0.11 -0.10 0.000
H -3.16632 -0.22988 3.03022 -0.06 0.01 -0.02 0.000
H -3.03245 3.34844 1.21272 0.00 0.12 0.01 0.000
H -3.85503 1.81131 1.18953 -0.06 -0.07 0.00 0.000
H -2.52937 2.14334 0.06041 0.02 -0.03 -0.09 0.001
H 0.60495 2.37193 5.22605 0.02 0.03 0.00 0.000
H 1.56464 0.95611 5.58610 0.04 -0.05 0.04 0.001
H -0.14544 0.77421 5.19362 -0.05 -0.01 0.02 0.000
H 3.25497 2.72626 3.27915 -0.01 0.04 0.04 0.000
H 3.53011 1.44387 2.09333 0.01 -0.02 0.00 0.000
H 3.63527 1.10156 3.82246 0.03 -0.03 0.03 0.001
H 2.09329 -1.46060 4.62369 0.03 0.01 0.05 0.000
H 2.36825 -3.77602 3.78390 0.01 -0.02 0.02 0.001
H 1.81548 -4.26439 1.39324 0.00 -0.02 0.00 0.000
H 0.98679 -2.40066 -0.03516 0.04 0.00 0.01 0.001
O 0.92860 -0.73914 -1.60830 0.00 -0.27 0.24 0.041
S 1.12651 -0.76328 -3.12480 0.04 0.14 -0.14 0.007
C -0.55774 -0.65552 -3.75782 -0.02 -0.05 -0.02 0.002
C -1.50115 -1.68996 -3.15140 0.04 0.00 0.00 0.000
C -2.94267 -1.20085 -3.04081 -0.05 0.02 0.02 0.000
C -3.18483 -0.15994 -1.95657 0.03 -0.01 0.00 0.004
S -2.85099 -0.61245 -0.23163 0.12 0.04 0.12 0.020
O -1.30301 -0.59313 -0.11646 -0.24 0.07 0.05 0.086
C -3.24920 -2.33868 -0.19313 0.00 -0.01 -0.01 0.002
C -2.26627 -3.30887 -0.08527 -0.12 -0.03 0.01 0.001
C -2.65408 -4.64037 -0.02403 0.04 0.04 -0.01 0.000
C -3.99755 -4.98034 -0.07474 0.00 0.00 0.00 0.000
C -4.96989 -3.99413 -0.17254 0.00 0.03 0.00 0.000
C -4.60147 -2.65945 -0.21916 0.05 -0.02 0.02 0.000
C 1.56256 -2.42396 -3.53957 0.02 0.01 0.03 0.001
C 2.35256 -2.56776 -4.67151 0.00 -0.05 0.00 0.000
C 2.70942 -3.84440 -5.08142 0.01 0.00 0.02 0.000
C 2.30120 -4.94637 -4.34558 0.03 0.02 -0.05 0.000
C 1.53085 -4.78506 -3.20029 -0.02 0.02 0.04 0.000
C 1.15144 -3.51895 -2.79037 0.00 -0.01 -0.04 0.000
H -0.47043 -0.73364 -4.84302 -0.03 0.00 -0.02 0.000
H -0.84777 0.37372 -3.53089 -0.01 0.02 0.02 0.000
H -1.14204 -1.95028 -2.15663 -0.02 -0.02 -0.01 0.000
H -1.47485 -2.60252 -3.74639 0.01 0.03 -0.02 0.000
H -3.59858 -2.05628 -2.87034 0.01 0.02 0.02 0.000
H -3.27184 -0.75202 -3.98157 0.00 -0.02 -0.03 0.000
H -4.22743 0.16382 -1.94038 -0.04 -0.01 0.00 0.000
H -2.58391 0.74548 -2.07997 -0.01 0.03 0.00 0.000
H -1.22718 -3.02545 -0.02632 0.06 0.02 0.00 0.000
H -1.90516 -5.41434 0.07073 0.02 -0.02 0.00 0.000
H -4.29168 -6.01865 -0.02311 -0.01 -0.04 -0.01 0.000
H -6.01579 -4.26317 -0.19742 -0.03 0.00 0.00 0.000
H -5.35843 -1.88755 -0.26603 -0.05 0.06 0.00 0.000
H 2.69435 -1.70008 -5.22078 0.00 0.04 -0.02 0.000
H 3.32070 -3.97325 -5.96272 0.02 -0.01 -0.02 0.000
H 2.59310 -5.93824 -4.65988 0.01 -0.03 -0.01 0.000
H 1.22381 -5.65081 -2.63070 -0.01 -0.03 0.02 0.000
H 0.54107 -3.38470 -1.90921 -0.01 0.00 0.04 0.000
F 3.25343 3.44887 -4.88236 -0.01 0.00 0.02 0.003
C 3.01785 2.88472 -3.70934 -0.02 -0.04 0.06 0.009
C 1.71458 2.76030 -3.24615 0.09 -0.01 0.00 -0.001
F 0.67775 3.18293 -3.95948 0.03 -0.01 0.01 -0.001
C 1.52854 2.14854 -2.02741 0.20 0.07 -0.08 0.009
F 0.23619 1.98002 -1.52788 -0.10 -0.01 0.22 0.025
C 2.54837 1.64320 -1.23656 -0.07 0.20 0.07 0.007
O 2.26382 1.11474 -0.04001 0.21 0.06 0.02 0.113
C 3.84568 1.77431 -1.71880 -0.06 0.10 -0.14 0.007
F 4.86797 1.32530 -1.00467 -0.04 0.00 0.01 0.002
C 4.07291 2.39355 -2.94333 -0.07 -0.01 0.01 -0.001
F 5.30859 2.51595 -3.39215 -0.04 -0.01 0.01 -0.001
```
Forces are in eV/Å.

The value obtained for the energy relative to the best compared isomer or geometry (same formula, charge and spin) is 13.4 kcal/mol. Its charge is +2. The multiplicity is 4.



Max |F|, record by record: 0.080 0.019 0.007 Eh/bohr